i.
This record from OMol25 describes an isolated molecule of C7H10O. The level of theory is the ωB97M-V functional and the def2-TZVPD basis.

Geometry (Å):
C  1.8668  0.3971  -0.3294
C  -1.9260  0.5040  0.1203
C  2.9344  1.1478  -0.3733
C  -2.9877  0.3357  0.8422
C  -0.2240  -0.2078  -1.3279
C  0.7769  -0.3010  -0.2343
C  0.5620  -1.1848  0.9393
O  -1.4938  -0.5482  -0.7084
H  2.8705  2.1699  -0.0637
H  3.8765  0.8788  -0.8559
H  -3.3405  -0.7350  0.7263
H  -3.2139  1.1993  1.3615
H  -0.2476  0.8669  -1.6657
H  -0.1192  -0.9058  -2.0965
H  -1.2603  1.4519  0.0122
H  -0.0351  -0.6261  1.6008
H  1.4595  -1.5074  1.4178
H  0.1105  -2.1078  0.6836

Output
SMILES string   C=C=C(C)COC=C
LUMO level   0.03587 hartree
Molecular weight   110.16 g mol⁻¹
HOMO   -9.06 eV
Total charge   0
Gap between HOMO and LUMO   10.038 eV

---

ii.
This record from OMol25 describes an isolated molecule of C7H10O. The level of theory is the ωB97M-V functional and the def2-TZVPD basis.

Geometry (Å):
C  -0.7970  -0.0012  -0.4008
C  -1.2260  1.3589  -0.0552
C  -0.3731  0.4840  0.9011
C  1.0820  0.3412  0.8887
C  1.1148  -1.1493  0.3332
C  0.5102  -0.5250  -0.8944
C  1.4488  0.7613  -0.6228
H  -1.4767  -1.5702  0.5556
H  -2.1376  1.8111  0.3292
H  -0.6805  1.9930  -0.8364
H  -0.8931  -0.1253  1.8103
H  1.8884  0.6139  1.5005
H  0.7663  -1.6478  1.3614
H  2.0920  -1.6565  -0.0575
H  0.7307  -1.0677  -1.8415
H  0.8097  1.5617  -0.7733
H  2.5151  0.9507  -1.0699
O  -1.7715  -1.0603  -0.2347

Output
SMILES string   O[C@@]12C[C@@H]1[C@H]1C[C@@H]2C1
LUMO level   0.03681 hartree
Molecular weight   110.16 g mol⁻¹
HOMO   -9.26 eV
Total charge   0
Gap between HOMO and LUMO   10.259 eV

---

The energy of each structure relative to the most stable one, in kJ/mol, is as follows: i 0.0; ii 214.1.

---

i.
This record from OMol25 describes C7H10O as an isolated structure. The level of theory is the ωB97M-V functional and the def2-TZVPD basis.

Geometry (Å):
C  2.1354  0.5425  -0.3575
C  -1.8291  0.7652  0.8443
C  -0.6030  0.9386  -0.1158
C  -0.4957  -0.2468  -0.9606
C  0.9304  -0.1632  0.2013
C  -1.1517  -1.2016  -1.5649
C  1.0318  -1.0630  1.1869
O  -0.3277  2.1039  -0.5049
H  2.1392  0.5089  -1.4516
H  3.0641  0.0804  -0.0130
H  2.1357  1.5941  -0.0644
H  -2.5774  1.5066  0.5624
H  -2.3216  -0.2063  0.8577
H  -1.4457  0.9758  1.8425
H  -2.2194  -1.1100  -1.7511
H  -0.6349  -2.1028  -1.8851
H  2.0046  -1.3817  1.5474
H  0.1647  -1.5409  1.6265

Output
LUMO level (spin up / spin down)   -0.01455 / -0.01455 hartree
Molecular weight   110.16 g mol⁻¹
HOMO (spin up / spin down)   -8.60 / -8.60 eV
Total charge   0
Gap between HOMO and LUMO (spin up / spin down)   8.205 / 8.205 eV

---

ii.
This record from OMol25 describes an isolated molecule of C7H10O. The level of theory is the ωB97M-V functional and the def2-TZVPD basis.

Geometry (Å):
C  0.1965  -0.0091  0.0000
C  -0.5989  -0.8546  -0.9797
C  0.2559  -1.6153  -1.9994
C  -0.3656  -2.3392  -0.8281
C  -0.3591  1.2709  0.5420
C  0.0151  1.4368  2.0715
C  0.6118  2.3005  1.0173
H  -1.6638  -0.5081  -1.3062
H  -0.2394  -1.5666  -3.0231
H  1.3561  -1.4813  -1.9512
H  -1.2367  -2.9690  -0.8153
H  0.3519  -2.5901  -0.0473
H  -1.3785  1.5434  0.2364
H  0.6890  0.4997  2.1278
H  -0.7408  1.7825  2.8068
H  0.1449  3.3118  0.9636
H  1.6689  2.2373  0.8572
O  1.2927  -0.4496  0.3277

Output
SMILES string   O=C(C1CC1)C1CC1
LUMO level   0.03994 hartree
Molecular weight   110.16 g mol⁻¹
HOMO   -9.67 eV
Total charge   0
Gap between HOMO and LUMO   10.752 eV

---

The energy of each structure relative to the most stable one, in kJ/mol, is as follows: i 239.9; ii 0.0.

---

i.
This record from OMol25 describes an isolated molecule of CH3N5S. The level of theory is the ωB97M-V functional and the def2-TZVPD basis.

Geometry (Å):
C  0.5713  -0.3350  -0.5578
H  -2.7517  -0.1402  -0.3072
H  -0.5193  0.4122  2.1791
H  1.5357  -0.8624  -2.1318
N  -0.5566  0.0656  0.1711
N  0.0207  0.6316  1.3447
N  1.2790  0.3120  1.3622
N  1.7065  -0.1989  0.2807
N  0.5680  -0.7411  -1.7971
S  -1.8537  0.8563  -0.5439

Output
SMILES string   [H]/N=c1\nn[nH]n1S
LUMO level   0.00590 hartree
Molecular weight   117.14 g mol⁻¹
HOMO   -9.14 eV
Total charge   0
Gap between HOMO and LUMO   9.299 eV

---

ii.
This record from OMol25 describes an isolated molecule of CH3N5S. The level of theory is the ωB97M-V functional and the def2-TZVPD basis.

Geometry (Å):
C  0.0179  0.3042  0.0562
H  -1.9490  3.4691  0.4806
H  0.7884  -2.5983  -0.5159
H  0.2106  -0.6169  -2.0152
N  -0.9175  1.1282  -0.0238
N  0.6276  -0.2666  1.1873
N  1.4389  -1.2577  0.8909
N  1.2546  -1.5086  -0.3982
N  0.1305  -0.7299  -0.8877
S  -1.6021  2.0766  1.2257

Output
SMILES string   S/N=c1\nn[nH][nH]1
LUMO level   -0.01785 hartree
Molecular weight   117.14 g mol⁻¹
HOMO   -8.23 eV
Total charge   0
Gap between HOMO and LUMO   7.740 eV

---

The energy of each structure relative to the most stable one, in kJ/mol, is as follows: i 0.0; ii 224.2.